{
  "formula": "C34H24BF16HfN4O3",
  "method": "wB97M-V/def2-TZVPD",
  "species": ["Hf", "C", "C", "C", "C", "C", "N", "C", "C", "C", "C", "C", "C", "C", "C", "O", "C", "F", "F", "F", "C", "F", "F", "F", "C", "C", "C", "O", "C", "F", "F", "F", "C", "F", "F", "F", "H", "H", "H", "H", "H", "H", "H", "H", "H", "H", "H", "H", "C", "C", "N", "N", "C", "O", "C", "C", "C", "C", "C", "C", "C", "C", "C", "C", "C", "N", "H", "H", "H", "H", "H", "H", "H", "H", "H", "H", "H", "H", "F", "B", "F", "F", "F"],
  "positions_angstrom": [[0.34, 0.44, -0.51], [-0.53, -6.24, 0.75], [-0.77, -4.77, 0.51], [-1.68, -4.32, -0.44], [-1.89, -2.97, -0.62], [-1.23, -2.01, 0.15], [-1.48, -0.64, 0.01], [-2.78, -0.20, 0.12], [-3.88, -1.05, 0.35], [-5.18, -0.59, 0.37], [-5.48, 0.76, 0.18], [-6.89, 1.27, 0.14], [-4.40, 1.62, 0.09], [-3.08, 1.18, 0.10], [-1.96, 2.23, 0.15], [-0.73, 1.78, 0.54], [-2.35, 3.36, 1.15], [-3.16, 4.30, 0.60], [-2.97, 2.88, 2.24], [-1.26, 4.02, 1.58], [-1.84, 2.82, -1.29], [-1.12, 3.94, -1.37], [-1.23, 1.84, -2.04], [-3.00, 3.09, -1.90], [-0.27, -2.46, 1.08], [-0.07, -3.83, 1.25], [0.49, -1.41, 1.92], [0.99, -0.35, 1.20], [-0.46, -0.91, 3.08], [-1.35, -1.86, 3.44], [-1.15, 0.17, 2.74], [0.23, -0.60, 4.20], [1.74, -2.03, 2.61], [2.50, -2.70, 1.72], [2.52, -1.09, 3.15], [1.43, -2.90, 3.60], [-1.08, -6.84, 0.02], [-0.85, -6.53, 1.75], [0.53, -6.48, 0.66], [-2.22, -5.04, -1.05], [-2.57, -2.62, -1.39], [-3.72, -2.10, 0.54], [-5.99, -1.29, 0.53], [-7.61, 0.45, 0.09], [-7.04, 1.91, -0.73], [-7.12, 1.87, 1.03], [-4.61, 2.68, 0.02], [0.64, -4.20, 1.97], [5.01, -0.11, -0.52], [3.54, -0.35, -0.65], [2.67, 0.58, -0.50], [3.11, 1.83, -0.21], [2.17, 2.73, -0.46], [1.05, 2.45, -0.98], [2.55, 4.13, -0.13], [3.88, 4.53, -0.14], [4.22, 5.83, 0.19], [3.23, 6.73, 0.56], [1.90, 6.34, 0.57], [1.56, 5.04, 0.22], [3.02, -1.66, -1.02], [3.89, -2.74, -1.21], [3.37, -3.96, -1.60], [2.01, -4.06, -1.81], [1.22, -2.94, -1.61], [1.70, -1.77, -1.19], [5.16, 0.93, -0.22], [5.52, -0.29, -1.47], [5.45, -0.77, 0.24], [4.64, 3.81, -0.43], [5.26, 6.13, 0.18], [3.50, 7.74, 0.83], [1.13, 7.04, 0.85], [0.53, 4.71, 0.22], [4.95, -2.61, -1.05], [4.02, -4.82, -1.74], [1.55, -4.99, -2.13], [0.16, -2.99, -1.80], [1.26, 0.58, -2.77], [0.33, -0.21, -3.53], [-0.56, -0.66, -2.47], [-0.35, 0.55, -4.44], [0.96, -1.30, -4.09]],
  "orbital_gap_ev": 6.640,
  "total_charge": -1,
  "de_lowest_ev": 0.000,
  "lumo_energy_ev": 2.01,
  "energy_ha": -3426.1547,
  "e_homo_ev": -4.6
}

{
  "formula": "C34H24F5NO11P2S",
  "method": "wB97M-V/def2-TZVPD",
  "species": ["O", "P", "C", "P", "O", "O", "O", "C", "C", "O", "N", "C", "S", "O", "O", "C", "F", "F", "C", "F", "F", "F", "H", "H", "H", "H", "H", "H", "H", "H", "C", "C", "C", "C", "C", "C", "C", "O", "C", "C", "C", "C", "C", "C", "C", "O", "H", "H", "H", "H", "H", "H", "H", "H", "C", "C", "C", "C", "C", "C", "C", "O", "C", "C", "C", "C", "C", "C", "C", "O", "H", "H", "H", "H", "H", "H", "H", "H"],
  "positions_angstrom": [[-0.06, -2.96, -0.64], [1.02, -3.29, -1.59], [0.52, -4.64, -2.76], [0.51, -6.11, -1.68], [1.90, -6.43, -1.34], [-0.15, -7.31, -2.47], [-0.27, -5.81, -0.34], [1.56, -4.80, -3.91], [1.21, -3.57, -4.72], [1.90, -2.91, -5.44], [-0.19, -3.25, -4.53], [-0.74, -4.05, -3.44], [-1.98, -5.14, -4.19], [-1.31, -6.22, -4.83], [-2.77, -4.33, -5.06], [-3.18, -5.72, -2.91], [-3.84, -6.72, -3.49], [-2.58, -6.20, -1.82], [-4.22, -4.65, -2.47], [-3.60, -3.55, -2.07], [-4.92, -5.18, -1.46], [-5.07, -4.38, -3.46], [2.18, -3.72, -0.92], [1.38, -2.14, -2.33], [0.22, -8.10, -2.05], [-0.99, -5.17, -0.43], [1.29, -5.73, -4.38], [2.52, -4.80, -3.42], [-0.59, -3.43, -5.45], [-1.22, -3.34, -2.77], [6.93, 0.17, 2.96], [6.11, -0.95, 2.81], [4.95, -0.87, 2.05], [4.61, 0.33, 1.44], [5.42, 1.45, 1.60], [6.59, 1.36, 2.35], [5.05, 2.76, 0.99], [5.75, 3.74, 1.12], [3.78, 2.84, 0.21], [3.38, 4.06, -0.32], [2.21, 4.14, -1.05], [1.43, 3.01, -1.26], [1.82, 1.79, -0.73], [2.99, 1.70, 0.02], [3.37, 0.39, 0.61], [2.69, -0.59, 0.43], [7.83, 0.10, 3.54], [6.37, -1.88, 3.30], [4.31, -1.73, 1.94], [7.22, 2.23, 2.46], [3.99, 4.94, -0.16], [1.89, 5.09, -1.46], [0.52, 3.07, -1.84], [1.21, 0.91, -0.89], [-0.29, 2.37, 1.83], [-0.76, 1.65, 2.92], [-1.91, 2.05, 3.57], [-2.59, 3.18, 3.14], [-2.10, 3.92, 2.06], [-0.96, 3.50, 1.40], [-2.79, 5.16, 1.62], [-2.37, 5.80, 0.67], [-4.00, 5.60, 2.36], [-4.63, 6.79, 1.99], [-5.76, 7.21, 2.67], [-6.28, 6.44, 3.71], [-5.66, 5.26, 4.08], [-4.51, 4.84, 3.41], [-3.84, 3.59, 3.85], [-4.29, 2.92, 4.75], [0.61, 2.05, 1.31], [-0.23, 0.77, 3.25], [-2.28, 1.48, 4.41], [-0.59, 4.07, 0.56], [-4.22, 7.38, 1.19], [-6.25, 8.13, 2.38], [-7.17, 6.77, 4.23], [-6.06, 4.66, 4.89]],
  "orbital_gap_ev": 8.586,
  "lumo_energy_ev": -1.20,
  "energy_ha": -3772.7964,
  "e_homo_ev": -9.8
}

{
  "formula": "C34H24MnN9O6Se",
  "method": "wB97M-V/def2-TZVPD",
  "species": ["Mn", "C", "C", "N", "C", "C", "N", "C", "C", "C", "C", "C", "N", "C", "C", "N", "C", "C", "N", "C", "C", "C", "N", "C", "C", "H", "H", "H", "H", "H", "H", "H", "H", "H", "H", "H", "H", "C", "O", "C", "C", "C", "C", "C", "C", "N", "N", "C", "C", "C", "C", "O", "C", "N", "C", "C", "C", "C", "H", "H", "H", "H", "H", "H", "H", "H", "H", "H", "H", "H", "O", "Se", "O", "O", "O"],
  "positions_angstrom": [[1.06, -0.63, 0.23], [-3.52, 1.54, 0.89], [-2.31, 1.92, 1.44], [-1.49, 0.95, 1.97], [-1.93, -0.29, 1.82], [-3.16, -0.62, 1.23], [-3.95, 0.27, 0.73], [-1.04, -1.40, 2.36], [-1.54, -2.18, 3.46], [-0.76, -3.18, 3.97], [0.65, -3.20, 3.58], [1.10, -2.34, 2.54], [0.21, -1.45, 1.95], [2.51, -2.18, 2.16], [3.61, -2.79, 2.76], [4.90, -2.53, 2.39], [5.05, -1.64, 1.40], [3.95, -1.06, 0.77], [2.70, -1.32, 1.16], [-1.36, -4.21, 4.87], [-2.68, -4.62, 4.54], [-3.28, -5.53, 5.41], [-2.79, -5.88, 6.57], [-1.55, -5.49, 6.86], [-0.73, -4.74, 6.00], [-4.21, 2.32, 0.57], [-1.91, 2.94, 1.35], [-3.50, -1.66, 1.04], [-2.47, -1.88, 3.89], [1.28, -3.92, 4.04], [3.49, -3.51, 3.59], [6.01, -1.26, 1.14], [4.11, -0.48, -0.19], [-3.25, -4.29, 3.72], [-4.30, -5.93, 5.27], [-1.20, -5.79, 7.86], [0.24, -4.42, 6.32], [3.09, 2.03, -6.24], [1.63, 2.00, -6.25], [0.93, 2.82, -5.49], [-0.43, 2.94, -5.79], [-1.20, 3.82, -5.10], [-0.58, 4.52, -3.96], [0.81, 4.46, -3.78], [1.59, 3.63, -4.55], [-1.53, 5.20, -3.11], [-1.51, 4.93, -1.90], [-0.65, 3.95, -1.36], [0.24, 4.35, -0.36], [0.96, 3.38, 0.34], [0.66, 2.06, 0.22], [1.30, 1.01, 0.84], [-0.32, 1.63, -0.71], [-0.45, 0.27, -0.79], [-1.37, -0.18, -1.64], [-2.25, 0.65, -2.30], [-2.06, 2.03, -2.33], [-0.97, 2.56, -1.57], [3.48, 1.39, -7.05], [3.51, 1.71, -5.27], [3.48, 3.04, -6.41], [-0.79, 2.44, -6.65], [-2.25, 3.99, -5.34], [1.18, 5.07, -2.98], [2.67, 3.69, -4.44], [0.50, 5.39, -0.13], [1.70, 3.61, 1.07], [-1.41, -1.24, -1.88], [-3.10, 0.21, -2.78], [-2.62, 2.71, -2.95], [2.93, -2.93, -1.95], [1.61, -2.03, -1.94], [0.58, -2.28, -0.59], [2.06, -0.50, -1.28], [0.65, -1.83, -3.22]],
  "orbital_gap_ev": [5.607, 5.577],
  "total_charge": 1,
  "de_lowest_ev": 0.000,
  "spin_multiplicity": 4,
  "lumo_energy_ev": [-4.66, -4.71],
  "energy_ha": -5806.3453,
  "e_homo_ev": [-10.3, -10.3]
}

{
  "formula": "C34H26FN4OSn",
  "method": "wB97M-V/def2-TZVPD",
  "species": ["Sn", "O", "C", "N", "C", "C", "C", "C", "C", "C", "N", "C", "C", "C", "C", "C", "N", "H", "H", "H", "H", "H", "H", "H", "H", "H", "H", "C", "C", "C", "C", "C", "C", "C", "C", "C", "C", "C", "C", "C", "C", "C", "N", "H", "H", "H", "H", "H", "H", "H", "H", "H", "H", "F", "C", "C", "C", "C", "C", "C", "C", "H", "H", "H", "H", "H", "H"],
  "positions_angstrom": [[-0.06, 0.05, 0.14], [-0.83, 2.55, -3.33], [-0.88, 2.01, -2.24], [0.13, 1.35, -1.65], [1.26, 1.05, -2.48], [1.50, -0.42, -2.62], [2.29, -0.92, -3.65], [2.48, -2.28, -3.76], [1.87, -3.12, -2.84], [1.11, -2.54, -1.84], [0.95, -1.23, -1.72], [-2.14, 2.07, -1.44], [-2.97, 3.17, -1.58], [-4.22, 3.15, -0.98], [-4.59, 2.01, -0.28], [-3.69, 0.97, -0.16], [-2.48, 1.01, -0.72], [2.17, 1.51, -2.07], [1.07, 1.48, -3.48], [2.72, -0.24, -4.36], [3.09, -2.68, -4.56], [1.98, -4.19, -2.90], [0.62, -3.15, -1.10], [-2.63, 4.01, -2.15], [-4.89, 3.99, -1.07], [-5.57, 1.94, 0.17], [-3.93, 0.06, 0.38], [3.32, 2.48, 1.80], [3.91, 1.62, 2.71], [3.48, 0.31, 2.80], [2.45, -0.17, 1.99], [1.85, 0.72, 1.10], [2.28, 2.03, 1.01], [2.01, -1.57, 2.02], [2.74, -2.57, 2.72], [2.31, -3.86, 2.70], [1.11, -4.19, 2.02], [0.58, -5.49, 1.98], [-0.61, -5.73, 1.34], [-1.30, -4.68, 0.72], [-0.80, -3.41, 0.73], [0.43, -3.13, 1.37], [0.92, -1.88, 1.36], [3.67, 3.50, 1.70], [4.70, 1.97, 3.34], [3.95, -0.34, 3.53], [1.80, 2.70, 0.30], [3.63, -2.31, 3.26], [2.87, -4.64, 3.19], [1.12, -6.28, 2.48], [-1.02, -6.73, 1.31], [-2.24, -4.89, 0.23], [-1.32, -2.59, 0.26], [2.09, 2.11, 5.95], [1.20, 1.63, 5.07], [0.97, 0.26, 5.04], [0.10, -0.25, 4.11], [-0.58, 0.60, 3.21], [-1.48, 0.08, 2.23], [-0.33, 1.98, 3.29], [0.55, 2.50, 4.21], [1.48, -0.38, 5.74], [-0.10, -1.31, 4.07], [-2.28, 0.74, 1.94], [-1.77, -0.95, 2.36], [-0.85, 2.64, 2.61], [0.76, 3.56, 4.27]],
  "orbital_gap_ev": 6.894,
  "total_charge": 1,
  "de_lowest_ev": 2.003,
  "lumo_energy_ev": -3.76,
  "energy_ha": -1919.4912,
  "e_homo_ev": -10.7
}